1.
42
Properties=species:S:1:pos:R:3:forces:R:3 method="wB97M-V/def2-TZVPD" de_lowest_kj_mol=0.00 s_squared=2.02 homo_lumo_gap_ev="5.61 / 9.49" lumo_energy_ha="0.000 / 0.005" spin_multiplicity=3 mol_weight_da=394.23 max_force_ev_per_a=2.90
Ti 2.2541 -3.0209 15.7026 -0.740 -1.034 -0.495
O 0.4160 -5.8581 18.3406 -1.070 0.323 0.637
C 1.1454 -4.9813 17.6525 2.105 -1.067 -0.806
O 0.9105 -3.7824 17.4717 -0.777 0.681 -0.587
C 2.3307 -5.5746 17.0882 -0.423 -0.211 -0.299
C 2.8171 -6.8452 17.3514 0.067 -0.519 1.181
C 3.9740 -7.2783 16.7811 0.415 0.149 -0.166
C 4.7019 -6.4436 15.9029 -0.665 0.432 -0.490
C 4.1155 -5.2365 15.5695 0.781 -1.826 0.032
N 2.9523 -4.8471 16.1111 -0.377 0.660 0.874
C 4.6002 -4.2881 14.5360 0.280 1.207 0.570
O 5.7425 -4.3245 14.1100 -1.457 0.288 -0.368
O 3.6268 -3.3702 14.3414 1.751 -0.191 -0.531
H -0.4079 -5.4519 18.6577 0.322 0.086 -0.056
H 2.3587 -7.4015 18.1558 -0.229 -0.299 -0.221
H 4.4005 -8.2366 16.9854 -0.057 -0.487 0.355
H 5.6086 -6.8499 15.4670 -0.055 0.601 -0.138
O 2.9915 -2.0162 17.3193 0.351 2.384 0.284
N 2.6560 -0.8347 16.9377 -0.266 -2.715 -0.986
O 2.0998 -0.9677 15.7653 0.221 1.177 0.900
C -0.1827 0.3484 13.1225 -1.530 1.429 0.058
C -0.7825 -0.8845 13.8208 -0.418 0.844 -0.325
C -0.8950 -2.0913 12.9445 0.177 -1.396 -1.000
S 0.4178 -3.4091 12.8285 0.646 0.395 1.130
O 0.8572 -3.6628 14.3171 -0.532 0.827 -1.617
C 1.7507 -2.5661 11.8100 -0.471 0.107 0.205
C 2.5173 -3.4214 10.8333 0.002 -1.337 -0.346
C 3.6898 -2.6959 10.1275 -0.893 0.052 0.034
H 0.1061 1.1334 13.8775 -0.367 -0.779 -0.788
H -0.9655 0.8237 12.3983 1.425 -0.833 1.207
H 0.6991 0.1102 12.5579 0.456 -0.131 -0.270
H -1.8484 -0.6782 14.0698 0.809 0.107 0.275
H -0.2351 -1.1110 14.7248 0.014 -0.079 0.359
H -1.0526 -1.8488 11.8804 -0.107 0.019 0.290
H -1.7403 -2.7086 13.2666 0.130 0.000 -0.106
H 2.4542 -2.0600 12.4463 0.030 0.357 0.654
H 1.1647 -1.8672 11.2330 -0.173 0.572 -0.013
H 1.8209 -3.8162 10.0701 0.255 0.069 0.328
H 2.9398 -4.2857 11.3732 -0.148 0.174 -0.247
H 3.4061 -1.6707 9.8129 0.030 -0.641 -0.211
H 4.0101 -3.3279 9.2652 -0.025 0.750 0.691
H 4.4742 -2.5581 10.8570 0.513 -0.145 0.000


2.
41
Properties=species:S:1:pos:R:3:forces:R:3 method="wB97M-V/def2-TZVPD" homo_lumo_gap_ev=8.84 lumo_energy_ha=0.006 smiles="CCOC(=O)C1CCN(C(=O)CSc2n[nH]c(=O)[nH]c2=O)CC1" mol_weight_da=342.38 max_force_ev_per_a=0.87
C 3.4144 3.3220 0.2341 -0.140 -0.456 0.021
C 2.6469 2.1807 0.8730 -0.107 0.480 0.449
O 2.8789 0.9932 0.1048 0.192 0.172 -0.359
C 2.5721 -0.1624 0.6706 0.192 -0.567 0.044
O 2.1883 -0.2839 1.8084 -0.050 0.156 0.143
C 2.7992 -1.3404 -0.2767 -0.036 -0.003 0.032
C 1.9340 -2.5234 0.1720 0.042 0.099 0.066
C 0.5075 -2.3428 -0.3814 0.133 -0.282 0.247
N 0.2547 -0.9473 -0.6603 0.103 -0.078 -0.355
C -0.2964 -0.0479 0.1826 -0.428 0.041 0.306
O -0.3245 1.1435 -0.0644 0.090 0.355 0.034
C -0.9132 -0.5785 1.4659 -0.456 -0.006 -0.059
S -2.3544 -1.6517 1.1629 0.323 -0.437 0.253
C -3.5044 -0.4681 0.6293 0.338 0.796 0.121
N -3.2283 0.7853 0.6967 0.025 -0.758 0.113
N -4.1316 1.6745 0.2693 -0.124 0.340 -0.084
C -5.3646 1.3814 -0.2530 0.083 -0.051 0.057
O -6.1416 2.2165 -0.6376 -0.249 0.211 -0.128
N -5.6309 0.0191 -0.2883 -0.119 -0.071 -0.042
C -4.7822 -0.9964 0.1121 -0.292 0.247 -0.189
O -5.0786 -2.1620 0.0309 0.093 -0.085 0.076
C 1.0130 -0.4639 -1.7999 -0.010 0.293 -0.351
C 2.4642 -0.9686 -1.7233 0.055 -0.002 0.081
H 3.2393 4.2348 0.7956 -0.012 0.108 0.046
H 4.4801 3.1073 0.2286 0.109 0.038 -0.002
H 3.0816 3.4672 -0.7899 -0.011 0.087 -0.112
H 2.9692 2.0019 1.9041 -0.066 0.034 -0.176
H 1.5689 2.3743 0.8687 0.166 -0.088 0.046
H 3.8590 -1.6025 -0.1951 -0.048 0.050 0.025
H 1.9231 -2.5475 1.2623 0.009 -0.084 -0.059
H 2.3542 -3.4621 -0.1877 0.038 -0.024 -0.012
H 0.4042 -2.8753 -1.3319 -0.093 -0.021 0.090
H -0.2347 -2.7463 0.3042 0.068 -0.022 -0.175
H -0.1930 -1.1617 2.0368 -0.050 -0.047 0.027
H -1.2545 0.2734 2.0515 0.204 -0.050 -0.037
H -3.8319 2.6406 0.3113 -0.203 -0.234 -0.075
H -6.5344 -0.2495 -0.6642 0.158 0.072 0.061
H 0.5324 -0.8060 -2.7228 0.031 0.055 0.026
H 0.9759 0.6262 -1.7707 -0.002 -0.205 -0.054
H 3.1423 -0.1972 -2.0842 -0.015 -0.056 -0.080
H 2.5960 -1.8563 -2.3443 0.056 -0.008 -0.016


3.
40
Properties=species:S:1:pos:R:3:forces:R:3 method="wB97M-V/def2-TZVPD" de_lowest_kj_mol=0.00 s_squared=0.75 homo_lumo_gap_ev="8.38 / 8.14" lumo_energy_ha="-0.266 / -0.275" spin_multiplicity=2 mol_weight_da=505.46 charge=+2 max_force_ev_per_a=0.86
Yb -0.6742 0.1880 0.9585 -0.612 -0.063 -0.594
C -2.1136 -2.5752 -0.4436 -0.020 0.009 0.067
O -0.9168 -1.8061 -0.1364 0.046 0.106 -0.080
C 0.2056 -2.1403 -0.9936 0.114 -0.048 0.062
C 1.4679 -1.6485 -0.3165 0.070 0.006 -0.073
O 1.3399 -0.2360 -0.0037 -0.071 0.030 -0.112
C 1.8388 0.6984 -0.9986 -0.033 -0.008 0.040
C 1.1291 2.0058 -0.7254 0.134 -0.022 -0.058
O -0.2903 1.7330 -0.6826 0.044 -0.176 0.047
C -1.0935 2.3914 -1.6983 -0.033 0.045 0.101
H -1.8952 -3.6339 -0.3185 -0.008 0.015 0.000
H -2.8803 -2.2729 0.2665 -0.007 -0.012 -0.028
H -2.4324 -2.3620 -1.4628 0.001 -0.020 0.003
H 0.2491 -3.2238 -1.1181 0.019 0.021 0.017
H 0.0452 -1.6781 -1.9715 0.015 -0.019 0.016
H 1.6370 -2.1498 0.6369 -0.028 -0.013 -0.037
H 2.3353 -1.8037 -0.9583 -0.003 -0.023 0.038
H 2.9186 0.8003 -0.8849 -0.020 -0.021 -0.005
H 1.6016 0.3116 -1.9918 0.003 0.060 -0.010
H 1.4114 2.4256 0.2446 0.034 -0.047 -0.027
H 1.3615 2.7451 -1.4915 -0.059 -0.037 -0.018
H -0.9665 3.4685 -1.6135 0.000 -0.007 0.003
H -0.7941 2.0403 -2.6846 0.007 0.008 0.006
H -2.1285 2.1284 -1.4966 0.007 0.016 -0.027
O 1.7175 1.0474 3.9164 0.027 0.056 -0.185
S 0.3761 0.7097 3.6276 -0.102 -0.269 0.691
O 0.1601 -0.5887 2.8825 0.330 0.266 0.161
N -0.4658 1.6837 2.5981 -0.157 0.184 0.050
C -1.7707 1.6162 2.9838 0.336 0.123 0.205
S -2.9708 1.4424 1.8226 0.055 -0.020 -0.145
C -1.9205 1.3911 4.4356 -0.143 -0.013 -0.090
C -3.0161 1.5877 5.2563 0.033 -0.011 -0.011
C -2.8777 1.2622 6.6028 -0.012 -0.004 0.035
C -1.6967 0.7287 7.1066 0.063 -0.022 -0.042
C -0.5973 0.4960 6.2789 -0.039 0.029 0.018
C -0.7470 0.8491 4.9582 0.008 -0.112 -0.001
H -3.9393 2.0043 4.8772 0.008 0.003 -0.037
H -3.7062 1.4298 7.2768 -0.018 0.008 -0.007
H -1.6283 0.4880 8.1584 0.009 -0.005 0.005
H 0.3227 0.0730 6.6572 0.004 -0.013 0.018


4.
42
Properties=species:S:1:pos:R:3:forces:R:3 method="wB97M-V/def2-TZVPD" de_lowest_kj_mol=722.08 homo_lumo_gap_ev=6.58 lumo_energy_ha=0.080 mol_weight_da=449.15 charge=-1 max_force_ev_per_a=3.80
Zn -0.3503 0.6966 0.4935 -0.185 -0.138 -0.017
C 2.9203 1.0586 1.4154 0.010 -0.045 -0.019
C 2.6150 2.0730 0.4733 -0.053 0.018 0.026
C 1.3446 2.5636 0.7607 0.007 -0.032 -0.042
C 0.8199 1.8196 1.8757 0.059 0.193 -0.107
C 1.8360 0.8976 2.2658 0.038 0.004 0.054
H 3.8306 0.4730 1.4371 -0.003 -0.008 0.004
H 3.2535 2.4069 -0.3335 -0.013 -0.004 -0.005
H 0.8401 3.3734 0.2513 0.012 0.020 0.027
H -0.0010 2.1387 2.5076 -0.018 -0.004 0.004
H 1.7464 0.1874 3.0739 0.011 -0.015 0.013
C -2.9296 3.4256 -1.5765 -0.004 0.032 0.006
C -3.8193 2.4912 -0.7692 0.051 -0.065 0.019
C -3.7100 2.7542 0.7266 0.002 -0.003 -0.009
O -3.5564 1.1276 -1.0511 -0.313 0.077 -0.088
H -3.2218 4.4641 -1.4037 0.001 0.012 -0.003
H -3.0056 3.2063 -2.6413 0.000 -0.006 0.009
H -1.8843 3.3077 -1.2809 0.005 -0.004 -0.003
H -4.8583 2.6557 -1.0747 -0.013 0.006 0.001
H -2.6777 2.6305 1.0595 0.012 0.010 0.003
H -4.3265 2.0454 1.2789 -0.013 0.000 0.001
H -4.0333 3.7707 0.9640 -0.001 0.002 0.005
Cl -1.4274 0.5643 -3.0833 0.015 -0.012 -0.325
Si -2.0991 0.3517 -1.0709 0.368 -0.294 0.339
Cl 0.2113 -3.5814 0.2250 0.257 0.074 -0.129
Cl -1.3598 -1.0285 1.8660 0.080 -0.154 0.471
C -0.9563 -4.6574 0.6868 -0.758 -0.127 -0.901
N 1.5495 -3.9661 1.3264 0.420 0.086 0.296
C 2.7317 -3.8402 0.8747 -0.034 -0.034 0.109
C 3.2828 -3.3746 -0.3917 0.123 0.000 -0.137
C 2.8897 -2.3242 -1.1316 -0.062 -0.041 0.201
N 1.8830 -1.4896 -0.6984 -0.014 0.340 -0.092
C 1.1580 -0.6677 -0.3094 0.277 -0.003 0.029
O -2.3903 -1.2697 -0.9313 1.097 -0.751 2.980
N 3.4146 -1.9436 -2.3415 0.000 0.005 -0.064
H -1.1074 -5.2773 -0.1948 -0.017 -0.385 0.274
H -1.8418 -4.0844 0.9336 0.005 0.027 0.464
H -2.0288 -1.5524 0.1113 -1.342 1.212 -3.348
H 3.4810 -4.2060 1.5801 0.041 -0.002 -0.024
H 4.1795 -3.8902 -0.7193 -0.051 0.004 -0.030
H 4.2949 -2.3568 -2.5963 -0.003 0.005 0.000
H 3.3023 -0.9737 -2.5882 0.006 -0.001 0.009


5.
40
Properties=species:S:1:pos:R:3:forces:R:3 method="wB97M-V/def2-TZVPD" homo_lumo_gap_ev=9.34 lumo_energy_ha=0.018 smiles="CS(=O)(=O)P(CCCNCc1ccccc1O)CC(=O)I" mol_weight_da=443.24 max_force_ev_per_a=1.35
C 0.7505 -0.6361 3.9782 -0.237 -0.131 -0.357
S 0.8854 -2.0055 2.8436 1.218 -0.055 -0.432
O 1.9758 -1.6969 1.9394 -0.254 0.346 -0.091
O 0.9983 -3.2459 3.5657 -0.514 -0.077 0.284
P -1.0406 -1.9509 1.8645 -1.196 0.127 0.609
C -1.0146 -0.2911 1.0840 0.149 -0.298 0.058
C -2.3825 0.0517 0.4827 0.052 -0.379 -0.361
C -2.3036 0.8231 -0.8296 -0.318 -0.035 -0.098
N -1.9640 2.2206 -0.6813 -0.015 -0.075 0.631
C -0.5882 2.5190 -0.3291 0.112 0.442 -0.580
C 0.5005 1.8736 -1.1720 -0.033 -0.197 0.247
C 1.5926 1.2708 -0.5408 -0.055 -0.001 -0.554
C 2.5929 0.6236 -1.2626 -0.487 0.358 0.204
C 2.4941 0.5768 -2.6438 -0.109 0.102 -0.150
C 1.4319 1.1941 -3.2960 -0.101 -0.016 0.498
C 0.4419 1.8449 -2.5639 0.542 -0.173 -0.131
O -0.6036 2.4461 -3.2603 -0.044 -0.018 0.182
C -0.8055 -3.1513 0.4984 0.920 -0.701 0.139
C 0.4760 -3.0088 -0.2993 -0.403 -0.267 0.347
O 0.6565 -2.1220 -1.0461 0.307 0.727 -0.738
I 1.9524 -4.5561 -0.0551 -0.062 -0.110 0.018
H 0.9710 0.2599 3.4125 0.008 0.184 -0.043
H -0.2619 -0.6140 4.3682 -0.032 0.010 0.269
H 1.4946 -0.7793 4.7510 0.060 -0.158 0.173
H -0.2407 -0.2847 0.3213 0.150 0.213 -0.007
H -0.7769 0.4056 1.8823 0.244 0.157 0.001
H -2.8970 -0.8821 0.2446 -0.153 -0.096 -0.031
H -3.0247 0.5783 1.1817 0.028 0.103 0.203
H -1.6510 0.2726 -1.5206 0.183 0.023 -0.027
H -3.2988 0.7877 -1.2666 -0.131 0.056 -0.125
H -2.2658 2.7553 -1.4754 0.102 -0.054 -0.239
H -0.4653 3.6004 -0.4029 -0.091 0.149 0.028
H -0.4187 2.2901 0.7182 0.106 -0.149 0.156
H 1.6348 1.3049 0.5377 0.074 -0.070 0.163
H 3.4049 0.1624 -0.7252 0.145 -0.140 -0.057
H 3.2350 0.0618 -3.2352 0.133 -0.070 -0.004
H 1.3466 1.1681 -4.3696 -0.007 -0.002 -0.180
H -0.3544 3.3569 -3.4406 -0.017 0.082 -0.079
H -0.8492 -4.1383 0.9483 -0.038 -0.108 0.112
H -1.6286 -3.0854 -0.2062 -0.236 0.304 -0.037


6.
33
Properties=species:S:1:pos:R:3:forces:R:3 method="wB97M-V/def2-TZVPD" de_lowest_kj_mol=326.27 homo_lumo_gap_ev=8.36 lumo_energy_ha=0.032 smiles=Cc1ccc(N2C(C)(C)C2(C)C)cc1 mol_weight_da=189.30 max_force_ev_per_a=4.50
C -1.0681 0.7373 4.6398 2.472 1.790 1.384
C -0.7323 0.3652 3.2002 -1.741 -0.719 2.357
C -1.5182 -0.5371 2.4653 0.593 0.468 0.607
C -1.0879 -0.8238 1.1849 -0.997 -0.779 0.127
C 0.1292 -0.3254 0.7192 -0.268 1.237 -0.145
N 0.6560 -0.7052 -0.4723 0.801 0.563 -3.847
C -0.0295 -0.8061 -1.7689 -1.328 -0.097 -0.266
C -1.5663 -0.4075 -1.9510 3.821 1.010 2.150
C 0.3084 -2.0673 -2.4991 0.013 -2.005 -0.808
C 0.9650 0.2885 -1.8397 -0.660 0.044 3.747
C 0.6227 1.7808 -1.7289 -3.268 -0.476 -0.080
C 2.2958 -0.0369 -2.3546 1.596 -0.586 1.707
C 0.8753 0.5928 1.4686 1.075 -0.156 -0.450
C 0.4104 0.9081 2.7160 0.692 1.698 -0.246
H -0.7035 1.8255 4.9181 0.032 -1.996 -0.810
H -2.0721 0.9454 4.8215 -2.115 -0.648 0.260
H -0.6043 0.0888 5.4709 -0.866 0.655 -1.444
H -2.4109 -1.0137 2.9129 0.567 0.473 -0.420
H -1.7480 -1.4844 0.5981 0.849 0.312 0.100
H -2.0907 -1.0820 -1.3465 -1.253 -0.571 0.743
H -1.9237 -0.3679 -2.9191 -0.328 -0.370 -2.207
H -1.5382 0.6188 -1.5978 -0.985 -0.045 0.536
H -0.5068 -2.3232 -3.1348 -1.162 -0.305 -0.387
H 0.4937 -3.0197 -1.9314 -0.013 1.293 0.047
H 1.0674 -2.0176 -3.2759 0.621 0.350 0.399
H 0.2162 2.1586 -0.7401 0.960 -0.788 -0.664
H -0.3164 1.9829 -2.3672 1.568 -0.125 0.426
H 1.4189 2.4053 -2.0705 0.500 0.327 -0.115
H 2.6678 -1.0248 -1.8769 -0.249 1.984 -0.657
H 2.9642 0.8536 -2.2647 -0.123 -1.091 0.127
H 2.1502 -0.2486 -3.3607 0.229 -0.289 -2.253
H 1.8649 0.9880 1.0901 -1.431 -0.497 0.292
H 0.8102 1.7517 3.2945 0.398 -0.663 -0.208


7.
33
Properties=species:S:1:pos:R:3:forces:R:3 method="wB97M-V/def2-TZVPD" de_lowest_kj_mol=359.79 homo_lumo_gap_ev=8.69 lumo_energy_ha=0.032 smiles=CCc1c[nH]c2ccccc12.CCC mol_weight_da=189.30 max_force_ev_per_a=7.40
C -1.2313 3.0828 -0.1740 -3.663 0.862 -6.370
C -1.0755 1.9062 -1.1987 -0.684 2.093 -1.135
C -1.5898 0.5967 -0.8111 -2.147 -2.820 1.395
C -2.3713 0.0876 0.2573 3.392 -0.891 -3.566
N -2.3013 -1.3155 0.3165 1.688 1.701 -4.137
C -1.4621 -1.6822 -0.7797 0.109 -1.937 0.393
C -0.8488 -2.9532 -1.1116 -1.316 3.708 0.758
C -0.0254 -2.9189 -2.1490 1.981 -0.029 -4.401
C 0.1723 -1.8406 -3.1104 -0.058 1.709 2.406
C -0.2751 -0.5545 -2.7044 -0.526 -1.876 0.265
C -1.0974 -0.5742 -1.5468 -0.473 1.329 1.395
H -2.1675 3.7142 -0.5558 0.968 -1.776 1.547
H -0.6155 3.8791 -0.3815 2.547 1.339 -0.359
H -1.2221 2.8672 0.7922 -0.268 -1.156 4.137
H -1.4976 2.2509 -2.2955 1.182 -0.799 2.629
H -0.0277 1.6250 -1.2836 0.409 0.780 -0.463
H -2.9531 0.5997 0.8897 -1.850 1.784 2.463
H -2.3976 -1.8787 1.1006 -0.365 -0.823 1.465
H -0.8446 -3.8050 -0.5488 -0.509 -1.974 1.683
H 0.5661 -3.7946 -2.4369 -0.421 -0.038 0.380
H 0.8863 -1.9754 -3.9120 -0.213 -0.052 -0.108
H -0.1227 0.4587 -3.1225 0.261 -1.128 -0.315
C 3.1058 0.6734 1.6451 1.526 -0.132 0.460
C 2.3757 -0.2463 2.5953 -2.046 0.265 2.319
C 0.7884 0.0214 2.4973 0.204 3.570 2.625
H 4.0069 1.0480 2.2976 -1.377 -0.259 -2.174
H 3.3787 0.0674 0.7755 0.645 0.455 -0.015
H 2.4584 1.4842 1.2415 0.652 -0.320 0.697
H 2.8700 -0.0520 3.6307 -1.652 -0.246 -1.322
H 2.4339 -1.3366 2.5261 0.734 0.195 -0.789
H 0.3587 0.5046 3.5643 1.072 -1.358 -2.751
H 0.1487 -0.7967 2.2577 -0.120 -0.843 -0.152
H 0.5763 0.8570 1.7350 0.322 -1.331 1.040